(1)
Entry from OMol25: a cluster of 2 separate species, C6H14O in total in a non-equilibrium geometry (the ωB97M-V functional and the def2-TZVPD basis).

Output
- molar mass (g mol⁻¹) = 102.18
- E_tot (eV) = -8494.6917
- Kohn-Sham gap (eV) = 10.2379
- ΔE to the lowest compared entry with this formula, charge and spin (kcal per mole) = 50.7
- structure (SMILES) = C=CCCCC.O
- HOMO energy (eV) = -9.400

```
! wB97M-V def2-TZVPD RIJCOSX def2/J DEFGRID3
* xyz 0 1
C 1.098 1.421 0.447
C 0.756 -0.071 0.296
C -0.673 -0.634 0.482
C -1.761 0.292 -0.134
C -2.110 -0.323 -2.475
C -1.467 0.456 -1.610
H 1.399 1.583 1.475
H 0.251 2.008 0.124
H 2.024 1.614 -0.089
H 1.247 -0.656 -0.486
H 1.329 -0.602 1.070
H -0.855 -0.654 1.557
H -0.734 -1.568 -0.070
H -1.548 1.245 0.357
H -2.782 -0.058 -0.026
H -3.006 -0.823 -2.098
H -2.038 -0.357 -3.554
H -1.010 1.366 -1.980
H 3.263 -1.404 3.063
H 3.292 -1.082 1.484
O 3.326 -1.752 2.168
*
```

Atom-resolved charges from Mulliken, all expressed in e:
1. C -1.168
2. C -0.246
3. C -0.728
4. C -0.913
5. C -0.831
6. C 0.044
7. H 0.306
8. H 0.391
9. H 0.295
10. H 0.445
11. H 0.145
12. H 0.315
13. H 0.370
14. H 0.266
15. H 0.458
16. H 0.208
17. H 0.294
18. H 0.347
19. H 0.317
20. H 0.346
21. O -0.659


(2)
Entry from OMol25: a cluster of 2 separate species, C6H14O in total (the ωB97M-V functional and the def2-TZVPD basis).

Output
- molar mass (g mol⁻¹) = 102.18
- E_tot (eV) = -8495.9538
- Kohn-Sham gap (eV) = 10.6309
- ΔE to the lowest compared entry with this formula, charge and spin (kcal per mole) = 21.6
- structure (SMILES) = CC(=O)CC(C)C.[H][H]
- HOMO energy (eV) = -9.667

```
! wB97M-V def2-TZVPD RIJCOSX def2/J DEFGRID3
* xyz 0 1
C -1.479 -0.557 -0.944
C -1.176 -0.213 0.516
C -2.362 0.498 1.170
C 0.090 0.641 0.618
C 1.375 -0.127 0.353
C 2.580 0.694 -0.049
O 1.436 -1.336 0.460
H -2.378 -1.178 -1.021
H -0.651 -1.107 -1.407
H -1.654 0.356 -1.530
H -0.980 -1.148 1.054
H -3.268 -0.114 1.105
H -2.570 1.456 0.676
H -2.171 0.703 2.231
H 0.187 1.067 1.630
H 0.035 1.505 -0.061
H 2.218 -1.935 -2.529
H 2.706 1.562 0.609
H 2.430 1.079 -1.065
H 3.479 0.073 -0.030
H 2.154 -1.915 -1.786
*
```

Atom-resolved charges from Mulliken, all expressed in e:
1. C -1.396
2. C 0.769
3. C -1.525
4. C -0.963
5. C 0.754
6. C -1.315
7. O -0.537
8. H 0.371
9. H 0.361
10. H 0.322
11. H 0.223
12. H 0.391
13. H 0.321
14. H 0.383
15. H 0.427
16. H 0.374
17. H 0.266
18. H 0.380
19. H 0.328
20. H 0.345
21. H -0.279


no.,LUMO (eV)
1,0.8
2,1.0